1.
Density functional theory data (ωB97M-V/def2-TZVPD) for C32H48N4O11PbS2Si as an isolated structure.

Each line ends with the Löwdin charge.
Positions of all 99 atoms, in Å:
Pb  -0.61849  0.37514  -0.55358  1.54
C  -3.47142  4.03989  -5.56659  -0.06
C  -3.58087  2.79272  -4.72994  -0.28
C  -4.47120  2.72520  -3.66123  -0.05
C  -4.51018  1.61267  -2.83691  -0.06
C  -3.65004  0.54835  -3.08063  -0.27
C  -2.77216  0.59113  -4.15111  -0.06
C  -2.74626  1.70856  -4.97161  -0.04
S  -3.57922  -0.80658  -1.92472  0.51
O  -4.95559  -1.18393  -1.66824  -0.33
O  -2.69456  -1.78460  -2.51665  -0.34
N  -2.87565  -0.25546  -0.62516  -0.35
C  -3.65836  0.46922  0.37005  -0.21
C  -3.20722  1.92148  0.55621  -0.65
O  -4.01840  2.77591  0.89515  0.01
O  -1.93961  2.12987  0.37458  -0.24
H  -4.33589  4.69043  -5.42318  0.06
H  -3.39333  3.80178  -6.62933  0.07
H  -2.57695  4.60485  -5.29107  0.08
H  -5.12251  3.56732  -3.45198  0.10
H  -5.19316  1.57981  -1.99695  0.11
H  -2.08016  -0.22442  -4.30492  0.10
H  -2.02479  1.75174  -5.78111  0.12
H  -3.52106  -0.01404  1.34693  0.11
H  -4.72580  0.44790  0.15576  0.10
C  -0.04011  -0.47247  6.08555  -0.04
C  -0.42253  -1.63907  5.17971  -0.66
C  0.47564  -2.84044  5.47404  -0.04
C  -1.88931  -2.00837  5.39666  -0.03
O  -0.24878  -1.17065  3.85461  -0.09
Si  -0.03522  -2.00054  2.43407  0.02
O  -0.28453  -1.06019  1.19776  -0.44
O  1.49835  -2.64155  2.49780  -0.11
C  2.68124  -2.18390  1.84945  -0.65
C  2.88381  -0.68703  2.07076  -0.03
C  2.60868  -2.50557  0.35971  -0.03
C  3.82445  -2.96184  2.49378  -0.04
O  -0.99078  -3.35189  2.56102  -0.12
C  -1.89597  -3.91197  1.60675  -0.64
C  -2.34761  -5.23830  2.21096  -0.04
C  -1.18745  -4.15886  0.27836  -0.02
C  -3.08906  -2.98621  1.41677  -0.02
H  -0.18498  -0.72890  7.13867  0.08
H  -0.65367  0.39655  5.84290  0.08
H  1.00676  -0.20733  5.92549  0.08
H  0.36745  -3.14426  6.51939  0.08
H  1.51902  -2.58564  5.28163  0.08
H  0.21008  -3.68220  4.83279  0.08
H  -2.06362  -2.31377  6.43285  0.08
H  -2.16516  -2.82616  4.73139  0.07
H  -2.52262  -1.14811  5.17084  0.09
H  2.05305  -0.12450  1.64569  0.07
H  3.79995  -0.34613  1.58322  0.07
H  2.94365  -0.47130  3.14118  0.08
H  1.79184  -1.95630  -0.10531  0.06
H  2.43805  -3.57644  0.22309  0.08
H  3.53610  -2.22469  -0.14652  0.08
H  3.85933  -2.75248  3.56537  0.08
H  4.78293  -2.68303  2.04782  0.08
H  3.66820  -4.03393  2.35626  0.08
H  -1.48687  -5.89379  2.36107  0.08
H  -3.06409  -5.73699  1.55380  0.08
H  -2.82272  -5.06310  3.17916  0.08
H  -0.31009  -4.79158  0.43768  0.09
H  -0.86527  -3.21497  -0.16054  0.07
H  -1.85954  -4.64755  -0.43009  0.09
H  -3.59586  -2.82791  2.37313  0.09
H  -3.80240  -3.40877  0.70507  0.09
H  -2.76339  -2.02655  1.01891  0.05
O  -1.39156  2.86883  -2.06366  -0.01
C  -0.21055  3.51124  -2.21922  -0.27
C  0.08238  4.64932  -1.46488  -0.02
C  1.26676  5.33968  -1.66414  -0.11
C  2.16333  4.91578  -2.63656  -0.12
C  1.86425  3.78398  -3.38246  -0.05
C  0.69984  3.05090  -3.17785  -0.06
C  0.56289  1.71927  -3.91595  -0.65
O  1.12033  1.63032  -5.02535  -0.03
O  0.03813  0.77511  -3.26005  -0.19
H  -1.72381  2.94132  -1.14155  0.05
H  -0.63544  4.97464  -0.71980  0.12
H  1.48543  6.21219  -1.05851  0.09
H  3.08894  5.45414  -2.80486  0.08
H  2.54431  3.42004  -4.14323  0.10
C  6.41085  2.03285  0.44752  -0.11
C  5.80095  2.61902  -0.82441  -0.26
C  4.69054  1.76166  -1.35473  -0.65
N  3.60929  1.52747  -0.70176  0.02
N  2.72885  0.70888  -1.35480  0.01
C  3.16322  0.32874  -2.51979  -0.71
N  2.47815  -0.50505  -3.35882  0.09
S  4.73755  0.97095  -2.90001  1.05
H  7.18199  2.69099  0.85368  0.06
H  6.85954  1.05775  0.24842  0.07
H  5.63627  1.89598  1.20132  0.07
H  6.56565  2.74198  -1.59397  0.09
H  5.39212  3.61107  -0.62080  0.11
H  1.46303  -0.37263  -3.23758  0.06
H  2.69271  -0.34264  -4.33266  0.08

Summary:
Electronic energy in eV: -97252.7828
Total charge: -2
LUMO level in eV: 3.8
Frontier orbital gap in eV: 7.14

=====

2.
Density functional theory data (ωB97M-V/def2-TZVPD) for C7H10O as an isolated structure.

Each line ends with the Löwdin charge.
Positions of all 18 atoms, in Å:
C  -1.04179  -0.30556  -1.69672  -0.09
C  -0.25715  -1.15960  -0.62674  -0.27
C  -0.95494  -1.32308  0.69441  -0.11
C  -0.47908  -0.66353  1.66653  -0.04
C  0.52427  0.42758  1.18361  -0.23
C  0.94853  1.65277  1.57169  0.00
C  0.96957  -0.16001  -0.17761  -0.37
H  -1.70642  0.51600  -1.24946  0.10
H  -1.73403  -0.89538  -2.47511  0.10
H  -0.32331  0.09843  -2.48913  0.08
H  0.26832  -2.07113  -0.98592  0.14
H  -1.96086  -1.93524  0.63668  0.16
H  -0.93522  -0.53975  2.53499  0.06
H  1.83696  1.83904  0.81147  0.08
H  0.79829  2.70816  2.39203  0.17
H  1.85558  -0.89557  -0.23055  0.17
H  0.78915  1.83169  -0.53722  0.24
O  1.40214  0.87517  -1.02294  -0.17

Summary:
Electronic energy in eV: -9463.1950
Total charge: 0
LUMO level in eV: 0.8
Frontier orbital gap in eV: 10.01

=====

3.
Density functional theory data (ωB97M-V/def2-TZVPD) for one molecule with the formula C2H3N3O.

Each line ends with the Löwdin charge.
Positions of all 9 atoms, in Å:
O  0.95197  1.44554  -0.14995  0.07
C  0.25860  0.28877  0.05514  -0.37
N  -0.91162  0.01715  -0.34325  0.00
C  -1.92260  -0.43741  -0.95051  0.05
N  1.79012  -1.56248  0.10378  0.10
N  1.12443  -0.76318  0.72064  -0.15
H  0.48424  1.96663  -0.83348  0.13
H  -2.86164  -0.26890  -0.37983  0.02
H  1.08649  -0.68612  1.77745  0.15

Summary:
Electronic energy in eV: -8634.7133
Total charge: 0
LUMO level (alpha / beta) in eV: 0.4 / 0.4
Frontier orbital gap (alpha / beta) in eV: 8.67 / 8.67

=====

4.
Density functional theory data (ωB97M-V/def2-TZVPD) for a 2-piece molecular cluster, C2H9NO2 overall.

Each line ends with the Löwdin charge.
Positions of all 14 atoms, in Å:
N  1.05520  -0.91173  0.50670  0.03
C  1.05600  -0.80509  -0.95632  -0.36
O  0.62858  -2.00464  -1.52192  -0.07
H  2.00964  -1.07390  0.81459  0.07
H  0.86598  -0.00275  0.92322  0.05
H  0.41265  0.03124  -1.22735  0.09
H  2.05072  -0.62052  -1.36273  0.11
H  0.15324  -2.48616  -0.83315  0.08
C  -1.19884  2.26694  0.45932  -0.15
O  -1.34472  1.17324  1.38636  -0.14
H  -0.26887  2.76405  0.75171  0.08
H  -1.16678  1.84145  -0.54214  0.07
H  -1.94352  3.05893  0.53846  0.07
H  -2.26897  1.07968  1.63769  0.07

Summary:
Electronic energy in eV: -7804.1271
Total charge: 0
LUMO level in eV: 0.8
Frontier orbital gap in eV: 10.65
Structure (SMILES): NCO.CO

=====

5.
Density functional theory data (ωB97M-V/def2-TZVPD) for a 2-piece molecular cluster, C38H33BF6O3S overall.

Each line ends with the Löwdin charge.
Positions of all 82 atoms, in Å:
C  -4.77722  5.45872  -2.04309  -0.13
C  -3.78607  4.36748  -2.16907  -0.61
C  -3.29155  3.80942  -3.33202  -0.14
C  -2.30252  2.79539  -3.10590  -0.13
C  -2.06233  2.58329  -1.76890  -0.39
B  -0.98018  1.53870  -1.15100  -0.95
C  0.46919  2.29750  -1.32373  -0.04
C  0.97139  3.12023  -0.33284  0.05
C  2.16543  3.81319  -0.56011  -0.11
C  2.71431  4.72037  0.51071  -0.51
F  3.57854  5.65283  0.00568  0.11
F  1.71510  5.39770  1.15705  0.11
F  3.40407  4.00422  1.46267  0.10
C  2.85936  3.68258  -1.75402  0.03
C  2.36190  2.81181  -2.71113  -0.11
C  3.07462  2.63727  -4.02752  -0.51
F  3.31135  1.30722  -4.28807  0.10
F  2.31637  3.12546  -5.06141  0.12
F  4.27989  3.27819  -4.06724  0.11
C  1.17594  2.10676  -2.49524  0.04
O  -1.36601  1.37800  0.21034  0.00
C  -1.77033  0.11310  0.65754  -0.14
C  -2.49652  -0.76752  -0.39538  -0.49
C  -2.64060  -2.19430  0.12139  -0.04
C  -3.87619  -0.20551  -0.68467  -0.02
C  -1.59252  -0.81291  -1.66360  -0.13
O  -1.07047  0.43160  -2.05371  0.01
S  -3.03714  3.62644  -0.77783  1.06
H  -5.15693  5.70576  -3.03722  0.07
H  -5.61484  5.16156  -1.40814  0.07
H  -4.31648  6.35086  -1.60065  0.07
H  -3.61997  4.12503  -4.31902  0.10
H  -1.78257  2.27184  -3.90013  0.11
H  0.43042  3.24597  0.59778  0.13
H  3.77494  4.23267  -1.92900  0.12
H  0.79770  1.43207  -3.25642  0.13
H  -0.85373  -0.41644  0.96089  0.09
H  -2.41293  0.25801  1.54769  0.14
H  -3.21080  -2.80459  -0.59367  0.10
H  -1.64295  -2.64480  0.24046  0.04
H  -3.14065  -2.22317  1.09845  0.09
H  -4.37788  -0.85052  -1.42144  0.09
H  -4.46354  -0.21178  0.24610  0.09
H  -3.80881  0.82379  -1.06636  0.08
H  -0.71878  -1.46763  -1.46391  0.10
H  -2.16854  -1.23011  -2.51047  0.14
C  -2.65863  -5.28776  4.97249  -0.05
O  -2.26625  -3.89788  4.99424  -0.06
C  -1.50960  -3.41555  3.98031  -0.24
C  -1.28649  -2.01751  3.98344  0.04
C  -0.41155  -1.46144  3.08112  -0.03
C  0.18893  -2.25206  2.06612  -0.17
C  1.13851  -1.64550  1.13210  0.07
C  1.50226  -2.22586  -0.14794  -0.10
C  2.83357  -1.78534  -0.47488  -0.08
C  3.53768  -2.34054  -1.52887  0.01
C  2.92560  -3.33178  -2.29790  -0.02
C  1.62147  -3.76945  -1.99521  -0.04
C  0.92037  -3.25433  -0.89707  -0.01
C  3.33983  -0.99165  0.63304  -0.08
C  2.28345  -0.87077  1.60717  -0.08
C  2.60020  -0.43872  2.89436  0.03
C  3.93934  -0.21832  3.23993  -0.04
C  4.97318  -0.37311  2.30471  -0.03
C  4.66370  -0.72685  0.98509  0.01
C  -0.05506  -3.65029  2.08041  0.00
C  -0.94192  -4.22696  2.97391  0.01
H  -3.28008  -5.37055  5.86471  0.10
H  -3.24444  -5.53070  4.07216  0.10
H  -1.79070  -5.95938  5.03904  0.10
H  -1.78757  -1.43008  4.74720  0.13
H  -0.19511  -0.39603  3.12257  0.13
H  4.55795  -1.99966  -1.70856  0.12
H  3.46111  -3.78636  -3.13190  0.12
H  1.16129  -4.54560  -2.60878  0.11
H  -0.04883  -3.67431  -0.62202  0.11
H  1.80002  -0.31854  3.62335  0.11
H  4.18676  0.05793  4.26208  0.11
H  6.00907  -0.23813  2.61854  0.12
H  5.43803  -0.85531  0.22347  0.12
H  0.49682  -4.30765  1.41188  0.12
H  -1.16436  -5.29972  2.95586  0.11

Summary:
Electronic energy in eV: -73900.3402
Total charge: 0
LUMO level in eV: -3.7
Frontier orbital gap in eV: 2.74

=====

6.
Density functional theory data (ωB97M-V/def2-TZVPD) for one molecule with the formula C5H7NO.

Each line ends with the Löwdin charge.
Positions of all 14 atoms, in Å:
N  0.54729  2.00208  1.77368  0.20
C  0.42381  1.01332  1.06900  -0.12
O  -1.45637  0.54333  0.44376  -0.23
C  -1.51762  -0.51490  -0.46684  -0.31
C  -0.08629  -1.03092  -0.45200  -0.12
C  0.93199  -0.18919  -1.05242  -0.14
C  1.08765  -0.07459  0.43114  -0.12
H  -0.22253  2.35075  2.33661  0.10
H  -1.81838  -0.20617  -1.51603  0.12
H  -2.24769  -1.34840  -0.25565  0.11
H  0.09500  -2.06292  -0.19754  0.12
H  0.55504  0.71438  -1.51821  0.13
H  1.75829  -0.67031  -1.54404  0.11
H  1.94980  -0.52646  0.94853  0.14

Summary:
Electronic energy in eV: -8831.9173
Total charge: 0
LUMO level in eV: 0.8
Frontier orbital gap in eV: 9.40